1.
DFT (ωB97M-V/def2-TZVPD) results for a structure of composition C20H42BiNP3S in a non-equilibrium geometry.

Each line ends with the Mulliken charge.
Element x y z (Å)
Bi 0.04 0.01 0.20  0.92
P -0.80 -2.53 -0.76  0.90
P 0.70 -1.10 2.53  0.61
P 2.71 -0.38 -0.42  0.80
H -0.38 5.93 -3.94  0.26
C 0.31 5.32 -4.56  -0.52
C -0.02 4.13 -5.06  -0.49
H -1.01 3.69 -4.90  0.29
C -2.57 -3.00 -0.87  -1.27
C -0.19 -3.90 0.32  -1.17
C -0.22 -3.14 -2.40  -1.15
C 1.28 0.31 3.57  -1.20
C -0.63 -1.74 3.60  -1.16
C 1.98 -2.35 2.91  -1.39
C 3.58 0.25 -1.90  -1.07
C 3.18 -2.16 -0.49  -0.98
C 3.79 0.27 0.90  -1.28
H 1.31 5.74 -4.72  0.26
H 0.69 3.56 -5.69  0.26
H -3.12 -2.23 -1.43  0.41
H -3.01 -3.08 0.13  0.32
H -2.68 -3.97 -1.40  0.48
H -0.63 -3.81 1.33  0.28
H 0.90 -3.87 0.40  0.22
H -0.49 -4.87 -0.10  0.54
H -0.43 -2.38 -3.16  0.42
H -0.75 -4.06 -2.67  0.45
H 0.86 -3.34 -2.39  0.37
H 1.64 -0.08 4.54  0.41
H 0.44 1.00 3.74  0.43
H 2.10 0.85 3.07  0.34
H -0.20 -2.14 4.53  0.55
H -1.18 -2.54 3.09  0.30
H -1.34 -0.95 3.85  0.31
H 1.99 -2.52 4.00  0.55
H 2.99 -2.03 2.62  0.40
H 1.76 -3.30 2.42  0.39
H 4.66 0.16 -1.74  0.48
H 3.33 1.31 -2.05  0.25
H 3.29 -0.31 -2.79  0.40
H 4.24 -2.23 -0.77  0.47
H 2.58 -2.69 -1.25  0.14
H 3.03 -2.65 0.49  0.22
H 4.83 0.19 0.57  0.46
H 3.68 -0.28 1.84  0.31
H 3.55 1.32 1.07  0.42
C -0.25 2.78 -2.31  0.14
C 0.88 3.58 -2.01  -0.30
C 0.74 4.76 -1.26  -0.80
C -0.55 5.13 -0.86  -0.42
C -1.68 4.41 -1.25  -0.78
C -1.53 3.28 -2.03  -0.24
S -0.05 1.20 -3.10  0.14
H -0.98 0.57 -2.37  -0.01
H 1.85 3.29 -2.40  0.53
H 1.62 5.40 -1.04  0.46
H -0.70 6.02 -0.27  0.50
H -2.72 4.66 -1.01  0.47
H -2.37 2.72 -2.44  0.46
C -4.79 -1.50 3.72  -1.07
C -4.67 -0.49 2.56  -0.42
C -3.41 -0.46 1.82  0.18
N -2.44 -0.34 1.21  -0.39
H -4.46 -2.51 3.42  0.32
H -5.83 -1.58 4.07  0.36
H -4.17 -1.19 4.57  0.31
H -5.46 -0.67 1.82  0.33
H -4.83 0.54 2.91  0.32

The charge is +3. The LUMO energy is -10.604 eV. The energy above the lowest of the compared OMol25 structures with the same formula, charge and spin is 0.00 kcal per mole. The HOMO energy is -15.4 eV. As for the orbital gap: 0.1747 hartree. Its spin multiplicity is 1. The energy is -2477.8767 Eh.

***

2.
DFT (ωB97M-V/def2-TZVPD) results for a structure of composition C20H42BrInN3O4 in a non-equilibrium geometry.

Each line ends with the Mulliken charge.
Element x y z (Å)
Br 0.74 0.54 -3.97  -0.22
C -0.11 -1.05 -3.15  -0.15
C -1.39 -1.52 -3.91  -0.61
C -2.72 -0.96 -3.30  -0.94
In -3.24 -2.26 -1.51  0.68
C -1.73 -1.71 0.08  -0.42
C -1.74 -0.41 0.69  -0.23
C -0.68 -0.23 1.64  -0.43
C 0.22 -1.27 1.90  -0.23
N 0.27 -2.53 1.40  -0.47
C -0.74 -2.65 0.50  0.03
H -0.31 -0.78 -2.09  -0.01
H 0.63 -1.88 -3.10  0.34
H -1.33 -1.13 -4.96  0.30
H -1.43 -2.63 -3.91  0.33
H -3.56 -0.92 -4.02  0.40
H -2.61 0.08 -2.89  0.10
H -4.89 -1.86 -0.89  -0.36
H -3.25 -4.00 -1.91  -0.41
H -2.48 0.35 0.39  0.37
H -0.58 0.73 2.18  0.31
H 1.03 -1.04 2.62  0.29
H -0.81 -3.65 0.02  0.34
C -1.55 8.66 -4.22  -0.74
O -1.79 7.79 -5.31  -0.35
C -0.60 7.38 -5.98  -0.80
C -0.40 5.88 -5.82  -0.21
N -0.05 5.54 -4.45  -0.31
C -0.06 4.10 -4.18  -0.87
C -1.41 3.39 -4.23  0.51
O -2.32 3.79 -3.21  -0.40
C -3.13 4.90 -3.55  -0.57
H -2.51 8.98 -3.82  0.24
H -0.99 8.16 -3.43  0.32
H -1.00 9.55 -4.55  0.34
H 0.27 7.93 -5.63  0.41
H -0.74 7.61 -7.04  0.38
H 0.40 5.56 -6.49  0.37
H -1.33 5.38 -6.13  0.20
H -0.71 5.99 -3.83  0.16
H 0.34 3.97 -3.17  0.32
H 0.64 3.61 -4.86  0.45
H -1.22 2.33 -4.06  -0.49
H -1.88 3.45 -5.22  0.26
H -3.37 4.94 -4.61  0.29
H -2.66 5.83 -3.23  0.17
H -4.07 4.80 -2.99  0.29
C 0.16 -4.39 4.13  -0.90
O 0.54 -5.18 5.26  -0.37
C 1.43 -6.23 4.92  -0.77
C 2.77 -6.02 5.61  -0.21
N 3.47 -4.88 5.02  -0.29
C 4.66 -4.47 5.77  -0.68
C 4.43 -3.89 7.17  -0.49
O 3.76 -2.64 7.17  -0.41
C 2.35 -2.72 7.21  -0.45
H -0.58 -3.66 4.47  0.33
H 1.02 -3.85 3.73  0.39
H -0.29 -5.01 3.36  0.39
H 1.55 -6.34 3.84  0.39
H 0.99 -7.16 5.30  0.39
H 3.39 -6.91 5.49  0.38
H 2.58 -5.86 6.67  0.18
H 2.84 -4.09 4.97  0.02
H 5.17 -3.71 5.17  0.38
H 5.34 -5.32 5.84  0.39
H 5.42 -3.69 7.60  0.34
H 3.95 -4.60 7.85  0.35
H 2.00 -3.60 7.77  0.27
H 1.93 -2.74 6.20  0.11
H 1.97 -1.83 7.71  0.28

The charge is -1. The LUMO energy is 2.407 eV. The energy above the lowest of the compared OMol25 structures with the same formula, charge and spin is 13.95 kcal per mole. The HOMO energy is -4.7 eV. As for the orbital gap: 0.2608 hartree. Its spin multiplicity is 1. The energy is -4016.4698 Eh.

***

3.
DFT (ωB97M-V/def2-TZVPD) results for a structure of composition C20H42N3O6P2W in a non-equilibrium geometry.

Each line ends with the Mulliken spin population.
Element x y z (Å)
W -0.11 0.03 -0.44  1.63
C 0.06 0.42 2.81  0.00
C 0.78 0.60 1.50  -0.08
C 0.78 1.86 0.77  0.08
C -0.30 2.89 1.07  -0.05
C 2.04 2.37 0.30  0.08
C 2.15 3.79 -0.15  0.01
C 3.20 1.58 0.35  -0.04
C 4.56 2.19 0.16  0.00
C 3.07 0.21 0.65  0.06
C 4.27 -0.67 0.60  0.00
C 1.84 -0.30 1.17  0.05
C 1.91 -1.64 1.87  -0.02
H 0.81 0.52 3.59  0.00
H -0.38 -0.57 2.90  0.00
H -0.71 1.16 2.98  0.00
H -0.53 3.50 0.20  0.00
H 0.06 3.57 1.85  0.01
H -1.22 2.44 1.41  0.00
H 2.41 4.41 0.71  0.00
H 1.22 4.19 -0.55  0.00
H 2.93 3.93 -0.89  0.00
H 4.91 2.12 -0.87  0.01
H 5.29 1.68 0.79  0.00
H 4.57 3.23 0.45  0.00
H 4.72 -0.75 1.60  0.00
H 5.04 -0.27 -0.06  0.00
H 4.03 -1.68 0.29  0.00
H 2.39 -2.39 1.26  0.00
H 0.94 -2.02 2.15  0.00
H 2.50 -1.53 2.79  0.01
N -2.95 -1.96 3.22  0.00
C -3.08 -1.81 1.72  0.01
C -4.41 -2.43 1.28  0.00
P -1.71 -2.75 0.84  0.01
O -1.05 -3.51 2.09  0.00
O -2.18 -3.61 -0.24  0.00
O -0.58 -1.75 0.39  0.05
P -3.06 0.06 1.44  0.00
O -4.34 0.40 0.59  0.00
O -3.03 0.63 2.80  0.01
O -1.90 0.45 0.50  0.03
H -2.14 -2.52 3.50  0.00
H -3.79 -2.38 3.63  0.00
H -2.89 -0.97 3.60  0.00
H -4.45 -3.49 1.53  0.00
H -4.54 -2.35 0.21  0.00
H -5.25 -1.91 1.76  0.00
H -0.93 -4.46 1.91  0.00
H -5.05 0.85 1.07  0.00
C 2.55 -0.92 -2.23  0.01
N 1.24 -0.23 -2.20  0.01
C 1.44 1.21 -2.56  0.05
C 0.40 -0.89 -3.26  0.05
C -0.88 -0.11 -3.48  -0.01
N -1.59 0.05 -2.18  0.00
C -2.51 -1.12 -2.04  0.02
C -2.42 1.28 -2.26  0.03
H 2.96 -0.88 -3.24  0.00
H 2.42 -1.97 -1.96  0.00
H 3.25 -0.45 -1.56  0.02
H 2.34 1.59 -2.09  0.00
H 0.58 1.82 -2.24  -0.01
H 1.55 1.32 -3.64  0.00
H 0.19 -1.91 -2.95  -0.02
H 0.96 -0.93 -4.19  0.00
H -1.50 -0.65 -4.19  0.00
H -0.68 0.86 -3.91  0.00
H -3.15 -0.99 -1.17  0.00
H -1.96 -2.05 -1.94  0.00
H -3.16 -1.18 -2.91  0.00
H -3.09 1.23 -3.12  0.00
H -1.79 2.17 -2.36  -0.01
H -3.03 1.39 -1.37  0.01

The charge is +3. The LUMO energy (alpha / beta) is -11.107 / -11.105 eV. The energy above the lowest of the compared OMol25 structures with the same formula, charge and spin is 42.58 kcal per mole. The expectation value of S² is 2.03. The HOMO energy (alpha / beta) is -18.1 / -18.3 eV. As for the orbital gap (alpha / beta): 0.2552 / 0.2661 hartree. Its spin multiplicity is 3. The energy is -2152.0277 Eh.

***

4.
DFT (ωB97M-V/def2-TZVPD) results for a cluster of 3 separate species, C20H42N3O7S in total.

Each line ends with the Mulliken charge.
Element x y z (Å)
O 3.16 -1.42 -5.24  -0.75
S 2.82 -0.61 -4.08  1.31
O 1.79 0.40 -4.32  -0.74
O 2.58 -1.38 -2.87  -0.74
C 4.32 0.37 -3.74  -0.82
C 4.67 0.36 -2.25  -0.09
C 5.82 1.33 -1.88  -1.03
C 5.38 2.69 -1.33  -0.57
N 5.32 3.77 -2.30  0.32
C 5.59 3.74 -3.64  -0.29
C 5.42 5.00 -4.14  -0.76
C 5.02 5.84 -3.07  -0.49
C 4.96 5.05 -1.96  -0.56
H 4.14 1.38 -4.09  0.28
H 5.11 -0.12 -4.30  0.33
H 4.95 -0.65 -1.96  0.45
H 3.79 0.61 -1.66  -0.01
H 6.52 1.45 -2.70  0.44
H 6.39 0.85 -1.07  0.39
H 4.42 2.60 -0.82  0.39
H 6.10 3.00 -0.57  0.35
H 5.88 2.84 -4.15  0.42
H 5.56 5.32 -5.17  0.41
H 4.79 6.89 -3.10  0.40
H 4.69 5.28 -0.94  0.38
C -4.84 2.34 -0.93  -0.77
O -4.53 0.98 -1.09  -0.32
C -4.26 0.60 -2.44  -0.81
C -2.81 0.18 -2.61  -0.03
N -1.91 1.31 -2.46  -0.31
C -0.49 0.94 -2.43  -0.78
C -0.01 0.12 -1.25  0.08
O -0.08 0.81 0.01  -0.46
C -1.31 0.71 0.68  -0.34
H -5.11 2.49 0.11  0.23
H -3.98 2.98 -1.17  0.32
H -5.68 2.64 -1.56  0.35
H -4.49 1.42 -3.12  0.41
H -4.91 -0.24 -2.69  0.39
H -2.68 -0.25 -3.60  0.36
H -2.62 -0.62 -1.87  0.03
H -2.14 1.80 -1.61  0.17
H 0.09 1.87 -2.46  0.34
H -0.24 0.40 -3.35  0.45
H 1.04 -0.11 -1.42  0.09
H -0.53 -0.84 -1.17  0.03
H -1.81 -0.24 0.47  0.01
H -1.99 1.53 0.43  0.24
H -1.11 0.77 1.75  0.28
C -3.15 -4.37 6.99  -0.74
O -3.48 -3.13 6.41  -0.36
C -2.40 -2.21 6.34  -0.83
C -2.01 -1.92 4.91  -0.15
N -1.41 -3.09 4.29  -0.34
C -1.18 -2.96 2.85  -0.78
C -2.40 -2.84 1.95  -0.22
O -3.19 -4.02 1.90  -0.47
C -4.20 -4.10 2.88  -0.59
H -4.06 -4.95 7.05  0.24
H -2.42 -4.93 6.38  0.31
H -2.74 -4.25 8.00  0.35
H -1.53 -2.59 6.90  0.42
H -2.72 -1.28 6.82  0.38
H -1.29 -1.10 4.89  0.35
H -2.92 -1.58 4.38  0.19
H -2.01 -3.89 4.45  0.14
H -0.61 -3.83 2.53  0.35
H -0.54 -2.09 2.68  0.44
H -2.03 -2.69 0.93  0.24
H -3.02 -1.97 2.19  0.31
H -4.59 -3.12 3.15  0.27
H -3.86 -4.61 3.79  0.20
H -5.02 -4.70 2.46  0.28

The charge is -1. The LUMO energy is 2.222 eV. The energy above the lowest of the compared OMol25 structures with the same formula, charge and spin is 0.00 kcal per mole. The HOMO energy is -5.3 eV. As for the orbital gap: 0.2755 hartree. Its spin multiplicity is 1. The energy is -1876.3582 Eh.

***

5.
DFT (ωB97M-V/def2-TZVPD) results for a structure of composition C20H42O3P4Pd in a non-equilibrium geometry.

Each line ends with the Mulliken spin population.
Element x y z (Å)
P -3.11 -1.00 1.59  0.08
C -3.18 -1.15 3.37  0.06
H -4.24 -1.10 3.69  0.01
H -2.62 -0.34 3.86  -0.01
H -2.77 -2.12 3.71  0.00
C -3.43 0.68 1.02  0.04
H -3.54 0.72 -0.07  -0.02
H -2.60 1.35 1.33  0.00
H -4.36 1.03 1.49  0.00
C -4.16 -2.27 0.82  0.03
H -5.20 -2.15 1.14  0.00
H -3.82 -3.27 1.14  0.00
H -4.11 -2.21 -0.27  -0.01
P 1.70 -3.25 -1.76  0.67
C 2.60 -3.83 -0.29  0.08
H 3.34 -4.60 -0.50  0.04
H 1.83 -4.21 0.41  0.00
H 3.07 -2.94 0.16  0.00
C 0.99 -4.68 -2.64  0.05
H 0.56 -4.32 -3.59  0.00
H 0.16 -5.07 -2.03  0.00
H 1.71 -5.48 -2.84  0.04
C 2.96 -2.67 -2.96  0.05
H 3.67 -3.45 -3.25  0.04
H 3.50 -1.81 -2.53  0.00
H 2.42 -2.30 -3.85  0.00
P 1.81 3.06 -0.26  0.02
C 3.02 3.71 0.89  0.07
H 3.27 4.73 0.54  0.01
H 3.94 3.09 0.88  0.00
H 2.61 3.76 1.91  -0.02
C 2.31 3.55 -1.92  0.04
H 2.65 4.60 -1.90  0.00
H 1.50 3.45 -2.65  -0.01
H 3.16 2.94 -2.26  0.00
C 0.13 3.56 0.17  0.04
H 0.15 4.62 0.50  0.00
H -0.27 2.94 0.99  -0.01
H -0.54 3.48 -0.70  -0.01
Pd -0.83 -0.34 -2.81  0.66
C -1.43 -1.30 0.94  0.62
O -0.33 -1.39 0.56  0.21
C 1.73 1.24 -0.31  0.61
O 1.62 0.08 -0.27  0.24
C -0.48 0.56 -4.67  -0.01
C -1.23 1.40 -3.85  0.14
C -2.40 0.92 -3.25  -0.01
C -2.81 -0.41 -3.46  0.04
C -2.02 -1.26 -4.24  0.09
C -0.85 -0.79 -4.84  0.01
H 0.44 0.91 -5.14  0.00
H -0.89 2.40 -3.61  0.04
H -2.96 1.53 -2.55  0.00
H -3.67 -0.79 -2.94  0.01
H -2.29 -2.32 -4.31  0.03
H -0.20 -1.48 -5.38  0.00
C 2.38 0.66 3.24  0.01
P 0.64 1.04 3.57  -0.01
C 0.03 -0.25 4.67  0.01
C 0.67 2.56 4.55  0.00
O -0.18 1.12 2.32  0.01
H 2.85 1.49 2.70  0.00
H 2.44 -0.25 2.63  0.00
H 2.90 0.50 4.19  0.00
H 0.79 -0.49 5.43  0.00
H -0.88 0.10 5.17  0.00
H -0.20 -1.15 4.08  0.00
H 1.13 3.37 3.97  0.00
H -0.36 2.83 4.81  0.00
H 1.25 2.41 5.47  0.00

The charge is +4. The LUMO energy (alpha / beta) is -11.199 / -14.110 eV. The expectation value of S² is 6.01. The HOMO energy (alpha / beta) is -17.9 / -19.9 eV. As for the orbital gap (alpha / beta): 0.2472 / 0.2121 hartree. Its spin multiplicity is 5. The energy is -2504.6097 Eh.

***

6.
DFT (ωB97M-V/def2-TZVPD) results for a structure of composition C20H43AlFNO in a non-equilibrium geometry.

Each line ends with the Mulliken charge.
Element x y z (Å)
C -4.90 0.94 -5.34  -1.39
C -3.85 1.88 -5.91  0.87
C -4.31 3.27 -6.22  -1.31
C -2.63 1.40 -6.13  -0.64
C -1.31 2.06 -5.82  -0.88
C -0.89 1.87 -4.33  -0.63
C -0.83 3.16 -3.50  0.81
C -2.16 3.93 -3.67  -1.51
C -0.66 2.88 -2.02  -1.36
C 0.59 2.05 -1.64  -0.75
Al 0.05 0.54 -0.41  0.05
F -1.53 -0.03 -0.96  -0.53
C -0.21 1.09 1.51  -0.31
C 0.88 1.98 2.09  -0.50
O 1.44 1.33 3.26  -0.52
H -5.11 0.14 -6.04  0.33
H -4.54 0.56 -4.39  0.29
H -5.83 1.48 -5.18  0.41
H -5.17 3.52 -5.59  0.36
H -3.58 4.05 -6.04  0.32
H -4.69 3.32 -7.24  0.34
H -2.58 0.40 -6.54  0.35
H -0.56 1.53 -6.41  0.38
H -1.27 3.09 -6.15  0.46
H 0.11 1.44 -4.33  0.36
H -1.57 1.16 -3.87  0.34
H 0.01 3.76 -3.87  0.17
H -2.96 3.19 -3.66  0.21
H -2.18 4.49 -4.60  0.29
H -2.32 4.57 -2.80  0.55
H -1.58 2.41 -1.64  0.42
H -0.60 3.85 -1.52  0.33
H 1.11 1.70 -2.52  0.45
H 1.31 2.68 -1.11  0.47
H 1.06 -0.72 -0.56  -0.35
H -0.19 0.16 2.09  -0.17
H -1.18 1.54 1.67  0.49
H 1.71 2.19 1.41  0.24
H 0.44 2.92 2.40  0.34
H 1.60 1.99 3.95  0.28
C 3.08 -5.04 5.99  -1.32
C 2.99 -4.86 4.47  -0.43
C 3.43 -3.48 3.99  -0.43
N 2.40 -2.36 4.08  0.59
C 2.98 -1.22 4.85  -1.20
C 2.07 -1.86 2.67  -0.12
C 1.01 -2.84 2.19  -0.47
C 0.14 -3.04 3.43  -0.80
C 1.04 -2.73 4.63  -0.59
H 2.63 -4.22 6.55  0.32
H 2.57 -5.96 6.29  0.34
H 4.12 -5.12 6.31  0.39
H 2.00 -5.11 4.10  0.20
H 3.67 -5.59 4.02  0.48
H 3.73 -3.55 2.95  0.15
H 4.31 -3.16 4.55  0.48
H 3.88 -0.90 4.35  0.43
H 3.20 -1.54 5.87  0.36
H 2.24 -0.43 4.84  0.41
H 1.66 -0.85 2.78  -0.38
H 2.97 -1.83 2.07  0.29
H 1.47 -3.78 1.89  0.30
H 0.46 -2.45 1.34  0.51
H -0.27 -4.05 3.47  0.38
H -0.71 -2.36 3.42  0.34
H 1.12 -3.55 5.34  0.25
H 0.67 -1.86 5.16  0.43

The charge is 0. The LUMO energy is -0.186 eV. The energy above the lowest of the compared OMol25 structures with the same formula, charge and spin is 21.89 kcal per mole. The HOMO energy is -6.9 eV. As for the orbital gap: 0.2464 hartree. Its spin multiplicity is 1. The energy is -1260.0561 Eh.

***

Among the records above, which one has the lowest energy?
C20H42BrInN3O4

***

Which value of energy does entry 6 give?
-1260.0561 Eh